Entry 1:
Molecular formula: C4H10NOS
Method: DFT, ωB97M-V/def2-TZVPD

```
17
Properties=species:S:1:pos:R:3:mulliken_charge:R:1
C -1.1006 1.5974 -1.4097 -0.4580
C -0.3951 1.5141 -0.0474 -0.4308
C -1.3074 0.1335 -1.8351 -0.5097
C -0.5010 0.0805 0.3279 0.4110
N -0.9971 -0.6309 -0.6378 -0.0606
O -0.1087 -0.3304 1.4774 -0.3804
S 2.7292 -2.7538 3.1439 -0.3211
H -2.0580 2.1046 -1.3116 0.2881
H -0.5061 2.1444 -2.1334 0.3147
H 0.6595 1.7891 -0.0902 0.3071
H -0.8459 2.1494 0.7164 0.3299
H -2.3315 -0.0706 -2.1528 0.3215
H -0.6335 -0.1679 -2.6396 0.2974
H 3.9455 -2.6142 2.6304 0.1641
H -1.1533 -1.6308 -0.6206 0.2101
H -0.1343 -1.2848 1.6689 0.3523
H 3.1836 -2.9398 4.3718 0.1643
```

Relative energy (zero: lowest compared OMol25 entry of this formula, charge and spin): 10.86 kcal per mole
E: -18676.635 eV
Maximum force: 0.96 eV Å⁻¹
2S+1: 1
Total charge: +1
HOMO level: -0.4586 Ha
E_LUMO: -3.4413 eV
M: 120.2 g mol⁻¹

***

Entry 2:
Molecular formula: C3H7N3S2
Method: DFT, ωB97M-V/def2-TZVPD

```
15
Properties=species:S:1:pos:R:3:mulliken_charge:R:1
N 1.3689 2.2490 -0.0223 -0.7110
N 1.2263 0.8694 -0.1823 0.3467
C 2.2563 0.0427 -0.0113 -0.0870
S 2.2382 -1.5954 -0.0667 -0.3177
C -0.1345 0.4156 -0.4225 -0.9513
C -0.8562 0.0710 0.8690 0.1705
N -2.0999 -0.2111 0.9830 -0.5080
S -3.0372 -0.2441 -0.4591 -0.1553
H 1.7030 2.4628 0.9231 0.2643
H 2.0500 2.6092 -0.6783 0.2674
H 3.1947 0.5805 0.2086 0.3393
H -0.6678 1.2337 -0.9347 0.4059
H -0.1152 -0.4571 -1.0919 0.4171
H -0.2710 0.1201 1.7982 0.3547
H -4.1694 -0.6428 0.1275 0.1643
```

Relative energy (zero: lowest compared OMol25 entry of this formula, charge and spin): 52.86 kcal per mole
E: -29363.335 eV
Maximum force: 0.89 eV Å⁻¹
2S+1: 1
Total charge: 0
HOMO level: -0.3171 Ha
SMILES: NN(C=S)C/C=N\S
E_LUMO: 0.5828 eV
M: 149.2 g mol⁻¹

***

Entry 3:
Molecular formula: C44H36Cl3NO2P3Rh
Method: DFT, ωB97M-V/def2-TZVPD

```
90
Properties=species:S:1:pos:R:3:lowdin_spin:R:1
Rh -0.6617 0.2311 0.4742 2.3124
N 1.8503 -0.9712 1.4599 0.0458
P 1.6338 0.7116 1.1672 0.1986
C 2.2455 1.6333 2.6094 0.0361
C 1.3988 2.5009 3.2912 0.0016
C 1.8894 3.2318 4.3605 -0.0003
C 3.2121 3.0883 4.7472 -0.0011
C 4.0557 2.2329 4.0533 0.0028
C 3.5851 1.5078 2.9743 0.0083
C 2.8580 1.0711 -0.1175 0.0413
C 3.7198 0.1190 -0.6536 0.0181
C 4.6185 0.4968 -1.6365 0.0020
C 4.6284 1.8013 -2.1131 0.0221
C 3.7503 2.7437 -1.5925 -0.0013
C 2.8637 2.3819 -0.5984 0.0200
P 0.3238 -1.7755 1.4449 0.1942
C 0.0524 -2.2784 3.1650 0.0336
C -1.1125 -1.9208 3.8347 0.0021
C -1.2831 -2.3073 5.1553 -0.0001
C -0.3009 -3.0477 5.7958 -0.0007
C 0.8624 -3.3980 5.1236 0.0028
C 1.0468 -3.0165 3.8082 0.0075
C 0.6296 -3.3110 0.5338 0.0375
C 1.3358 -3.2885 -0.6709 0.0192
C 1.5206 -4.4603 -1.3815 -0.0009
C 1.0021 -5.6542 -0.8961 0.0231
C 0.2786 -5.6708 0.2880 0.0011
C 0.0612 -4.4999 0.9919 0.0182
H 2.5514 -1.2770 2.1333 0.0034
H 0.3694 2.6049 2.9786 0.0004
H 1.2447 3.9169 4.8891 0.0000
H 3.5924 3.6460 5.5888 0.0000
H 5.0883 2.1391 4.3501 0.0005
H 4.2482 0.8655 2.4097 0.0005
H 3.6962 -0.8993 -0.2935 0.0011
H 5.3088 -0.2322 -2.0358 -0.0001
H 5.3201 2.0839 -2.8933 0.0011
H 3.7556 3.7530 -1.9730 -0.0004
H 2.1764 3.1047 -0.1790 0.0009
H -1.8809 -1.3557 3.3215 0.0004
H -2.1851 -2.0319 5.6828 0.0000
H -0.4414 -3.3559 6.8215 0.0000
H 1.6242 -3.9753 5.6246 0.0005
H 1.9429 -3.3153 3.2813 0.0003
H 1.7430 -2.3570 -1.0446 0.0006
H 2.0623 -4.4360 -2.3157 -0.0004
H 1.1558 -6.5761 -1.4337 0.0012
H -0.1252 -6.5970 0.6669 -0.0002
H -0.5249 -4.5142 1.9005 0.0007
Cl -4.4176 2.3359 0.3056 0.0018
C -3.8626 2.1963 1.9929 0.0081
Cl -5.0652 1.3630 2.9737 0.0062
Cl -3.4777 3.7882 2.6259 0.0073
C -2.5888 1.3530 1.8118 0.0289
O -2.7066 0.1409 1.5918 0.1650
O -1.4981 1.9451 1.7983 0.1908
C 1.1458 -0.4078 -5.2880 0.0087
C -0.2352 -0.4774 -5.3882 0.0031
C -1.0339 -0.1712 -4.3023 0.0133
C -0.4353 0.1933 -3.1009 0.0447
C 0.9500 0.2247 -2.9825 0.0138
C 1.7376 -0.0707 -4.0800 -0.0002
P -1.4747 0.6898 -1.6932 0.2367
C -2.9407 -0.3537 -1.8849 0.0453
C -2.6868 -1.7103 -1.6381 0.0351
C -3.6992 -2.6330 -1.7826 -0.0007
C -4.9662 -2.2163 -2.1693 0.0283
C -5.2198 -0.8708 -2.3968 0.0061
C -4.2169 0.0720 -2.2431 0.0184
C -1.7911 2.4614 -1.9670 0.0423
C -2.4860 2.9285 -3.0797 0.0085
C -2.6479 4.2930 -3.2487 0.0031
C -2.1078 5.1871 -2.3364 -0.0007
C -1.4056 4.7180 -1.2375 0.0004
C -1.2383 3.3588 -1.0540 0.0105
H 1.7564 -0.6039 -6.1550 0.0004
H -0.6932 -0.7758 -6.3167 0.0004
H -2.1125 -0.2038 -4.3776 0.0001
H 1.3885 0.4791 -2.0239 0.0048
H 2.8117 -0.0381 -3.9872 -0.0001
H -1.6883 -2.0288 -1.3401 0.0062
H -3.5009 -3.6762 -1.5951 -0.0006
H -5.7512 -2.9472 -2.2897 0.0014
H -6.2033 -0.5538 -2.7027 0.0001
H -4.4250 1.1177 -2.4226 0.0006
H -2.8847 2.2393 -3.8100 0.0002
H -3.1939 4.6643 -4.1017 0.0006
H -2.2425 6.2480 -2.4829 -0.0001
H -0.9916 5.4132 -0.5242 0.0001
H -0.6874 2.9855 -0.1957 0.0070
```

Relative energy (zero: lowest compared OMol25 entry of this formula, charge and spin): 1.91 kcal per mole
E: -120224.957 eV
Maximum force: 2.37 eV Å⁻¹
2S+1: 5
Total charge: +2
HOMO level (alpha / beta): -0.4997 / -0.5226 Ha
<S²>: 6.015
E_LUMO (alpha / beta): -4.8289 / -8.5991 eV
M: 913.0 g mol⁻¹

***

Entry 4:
Molecular formula: C9H20F6N4NaO12S6
Method: DFT, ωB97M-V/def2-TZVPD

```
58
Properties=species:S:1:pos:R:3:mulliken_charge:R:1
Na 2.0105 0.3075 3.5503 0.9385
C 1.4540 -1.4260 -1.5611 -1.4067
C 0.5277 -0.5574 -2.3874 -0.2347
C -1.0537 -0.9576 -2.3910 -0.5947
N -1.9338 -0.0718 -3.3057 0.0895
C -3.4202 -0.4664 -2.8794 -0.7121
C -4.4527 0.1162 -3.9353 -0.6356
C -4.1183 -0.3339 -5.3772 -0.6937
C -2.7153 0.1247 -5.7431 -0.5703
C -1.6655 -0.4353 -4.7854 -0.5561
C -1.7714 1.4543 -2.9895 -1.0460
H 1.6010 -2.3511 -2.1185 0.3353
H 0.9040 -1.6113 -0.6384 0.3283
H 2.3885 -0.9522 -1.2608 0.3889
H 0.8814 -0.4809 -3.4156 0.2287
H 0.6338 0.4043 -1.8854 0.3133
H -1.4652 -1.0137 -1.3832 0.5933
H -1.1186 -1.9751 -2.7763 0.2834
H -3.3647 -1.5548 -2.8607 0.4458
H -3.6239 -0.0809 -1.8804 0.4445
H -5.4756 -0.1224 -3.6441 0.4069
H -4.3012 1.1885 -3.8120 0.2994
H -4.1592 -1.4059 -5.5702 0.3254
H -4.9452 0.1491 -5.8979 0.3473
H -2.5822 -0.2954 -6.7400 0.3713
H -2.6972 1.2135 -5.6970 0.3208
H -1.7988 -1.5158 -4.7319 0.3619
H -0.6586 -0.0800 -5.0044 0.3698
H -2.3538 2.0609 -3.6830 0.4115
H -0.7106 1.7046 -2.9915 0.2916
H -2.0655 1.5875 -1.9484 0.4919
N -1.1454 1.9763 3.0225 -0.1223
S -1.6056 3.3800 3.1414 0.9956
O -1.9337 3.8980 4.4340 -0.5650
O -2.2695 3.9551 1.9519 -0.6181
F -0.1053 3.8700 3.0260 -0.2920
S -2.6952 1.3901 3.2779 1.0608
O -3.7224 1.4583 2.2356 -0.5845
O -3.2128 1.4589 4.6410 -0.5729
F -2.3059 -0.1603 3.1381 -0.2840
N 2.3360 -3.0880 4.8241 -0.1816
S 1.7027 -3.5230 6.0971 1.0238
O 2.5447 -3.7451 7.2405 -0.6017
O 0.4538 -4.3216 6.0911 -0.5659
F 1.2187 -1.9635 6.3755 -0.3374
S 2.2215 -4.5463 4.0057 1.0762
O 1.0476 -4.6674 3.1607 -0.5501
O 2.6196 -5.7193 4.7458 -0.5413
F 3.5833 -4.2250 3.0850 -0.3014
N 5.4296 1.6386 3.3026 -0.2235
S 5.5754 3.0675 3.7259 1.0560
O 5.2314 4.1053 2.7697 -0.5581
O 6.6356 3.3743 4.7424 -0.6132
F 4.2936 3.0556 4.7137 -0.3094
S 6.3173 1.8806 1.8141 1.0573
O 7.7260 2.2689 1.9894 -0.5517
O 5.5969 2.2911 0.5911 -0.5492
F 6.5120 0.2676 1.6016 -0.2839
```

Relative energy (zero: lowest compared OMol25 entry of this formula, charge and spin): 58.75 kcal per mole
E: -125915.668 eV
Maximum force: 10.17 eV Å⁻¹
2S+1: 1
Total charge: -1
HOMO level: -0.2691 Ha
E_LUMO: 0.3909 eV
M: 705.7 g mol⁻¹

***

Entry 5:
Molecular formula: C6H12
Method: DFT, ωB97M-V/def2-TZVPD

```
18
Properties=species:S:1:pos:R:3:mulliken_charge:R:1
C 2.2222 -0.2900 0.4163 -1.0630
C 0.9460 -0.0044 -0.2705 -0.0294
C -0.2710 1.1738 0.6284 -0.9827
C -1.5859 0.6134 0.2057 -0.4023
C -1.3757 -0.4423 -0.8614 -0.6613
C -0.0394 -1.1098 -0.5528 -0.5951
H 1.3768 0.0045 1.2445 0.2026
H 3.0236 0.4195 0.5501 0.3189
H 2.4806 -1.2973 0.6925 0.3216
H 1.1634 0.6214 -1.1147 0.3697
H -0.0626 2.1689 0.2438 0.3047
H -0.1708 1.2074 1.7220 0.4156
H -2.0730 0.1706 1.0724 0.2551
H -2.2822 1.3669 -0.1588 0.2932
H -2.2082 -1.1510 -0.9070 0.3447
H -1.3235 0.0421 -1.8416 0.2850
H -0.1436 -1.7738 0.3180 0.2672
H 0.3232 -1.7199 -1.3869 0.3556
```

Relative energy (zero: lowest compared OMol25 entry of this formula, charge and spin): 71.33 kcal per mole
E: -6413.848 eV
Maximum force: 5.28 eV Å⁻¹
2S+1: 1
Total charge: 0
HOMO level: -0.3084 Ha
E_LUMO: 1.2338 eV
M: 84.2 g mol⁻¹

***

Entry 6:
Molecular formula: C29H21BrMnN5O2Te4
Method: DFT, ωB97M-V/def2-TZVPD

```
63
Properties=species:S:1:pos:R:3:mulliken_charge:R:1
Mn 0.0323 0.4313 -0.0619 -0.3762
Te -1.0735 -3.8359 2.8704 -0.0886
Te 1.1486 -3.5518 1.2969 0.1476
Te -2.8104 -2.3602 1.4601 -0.1259
Te -2.0219 0.2047 1.6853 -0.1433
C 2.8701 -0.4793 2.9304 -0.7897
C 4.0097 -0.7681 2.1836 -0.6506
C 3.9556 -0.6083 0.8148 -0.7011
C 2.7706 -0.1755 0.2245 0.2630
N 1.6564 0.0826 0.9470 0.9947
C 1.7269 -0.0642 2.2837 -0.3997
C 2.6091 0.0931 -1.2066 0.6983
C 3.6140 -0.0535 -2.1603 -0.8833
C 3.3653 0.3031 -3.4693 -0.5559
C 2.1152 0.8198 -3.7958 -0.9493
C 1.1640 0.9236 -2.8045 -0.2980
N 1.3797 0.5493 -1.5341 0.4380
H 2.8613 -0.5850 4.0067 0.4257
H 4.9205 -1.0987 2.6643 0.4408
H 4.8274 -0.8039 0.2069 0.4051
H 0.8084 0.1394 2.8179 0.2740
H 4.5819 -0.4399 -1.8750 0.4202
H 4.1324 0.1921 -4.2236 0.4385
H 1.8794 1.1311 -4.8036 0.4251
H 0.1761 1.3164 -3.0155 0.5755
N -0.9136 7.5132 0.4288 -0.0063
C -0.4657 8.8175 0.4330 0.6857
C -1.1206 10.0380 0.5587 -1.0300
C -0.3317 11.1705 0.5110 -0.4036
C 1.0604 11.0903 0.3433 -0.4918
C 1.7018 9.8749 0.2209 -0.7427
C 0.9226 8.7192 0.2697 0.6165
N 1.3002 7.3909 0.1791 -0.6817
C 0.1909 6.7127 0.2807 0.0188
C 0.1102 5.2502 0.2390 1.0872
C -1.0888 4.5628 0.0950 -1.0320
C -1.0845 3.1819 0.0640 -0.5851
N 0.0326 2.4416 0.1612 0.3962
C 1.1893 3.1171 0.2940 -0.2689
C 1.2721 4.4921 0.3387 -0.9135
H -1.8539 7.2045 0.5953 0.1831
H -2.1932 10.1032 0.6868 0.3771
H -0.7963 12.1432 0.6043 0.3759
H 1.6376 12.0049 0.3107 0.3764
H 2.7736 9.8067 0.0923 0.4316
H -2.0363 5.0749 -0.0097 0.2889
H -2.0096 2.6287 -0.0397 0.5940
H 2.0823 2.5127 0.3734 0.3556
H 2.2277 4.9843 0.4493 0.4972
Br -2.1912 -5.5268 -1.0452 -0.1443
C -2.0931 -4.1162 -2.3010 -0.0055
C -2.9044 -4.2432 -3.4210 -0.5311
C -2.9562 -3.2360 -4.3694 -0.5111
C -2.2080 -2.0809 -4.1972 -0.6401
C -1.4093 -1.9539 -3.0774 -0.1510
C -1.3257 -2.9650 -2.1200 0.3243
C -0.4173 -2.6861 -0.9671 1.0518
O 0.1560 -3.7601 -0.4486 -0.6009
O -0.2107 -1.5496 -0.5901 -0.5824
H -3.5029 -5.1357 -3.5362 0.4137
H -3.5920 -3.3540 -5.2371 0.3775
H -2.2498 -1.2843 -4.9278 0.4121
H -0.8213 -1.0609 -2.9168 0.4733
```

Relative energy (zero: lowest compared OMol25 entry of this formula, charge and spin): 0.00 kcal per mole
E: -172495.941 eV
Maximum force: 0.38 eV Å⁻¹
2S+1: 1
Total charge: 0
HOMO level (alpha / beta): -0.2299 / -0.2267 Ha
E_LUMO (alpha / beta): -0.4075 / -0.4081 eV
M: 1116.8 g mol⁻¹

***

Entry 7:
Molecular formula: C4H8BrN2
Method: DFT, ωB97M-V/def2-TZVPD

```
15
Properties=species:S:1:pos:R:3:mulliken_charge:R:1
N 0.7803 1.7077 1.4343 -0.3142
C 0.3409 0.7992 0.6278 0.4766
N -0.3405 -0.2158 0.9737 -0.1000
C -0.8282 -0.9280 -0.1705 -0.5738
C 0.0516 -0.4795 -1.3607 -0.5880
C 0.4763 0.9481 -0.9948 -0.4148
Br -0.7613 2.3850 -1.5494 0.0159
H 1.0661 2.4261 0.8364 0.2371
H 0.6645 1.5262 2.3647 0.1900
H -0.5295 -0.3652 1.9710 0.2331
H -1.7830 -0.7491 -0.4817 0.3259
H -0.7038 -2.0464 -0.0352 0.3540
H 0.9380 -1.0531 -1.4590 0.3238
H -0.4877 -0.4566 -2.3550 0.3585
H 1.3941 1.2230 -1.4127 0.4761
```

Relative energy (zero: lowest compared OMol25 entry of this formula, charge and spin): 23.45 kcal per mole
E: -77293.473 eV
Maximum force: 4.70 eV Å⁻¹
2S+1: 1
Total charge: +1
HOMO level: -0.5366 Ha
SMILES: [NH2+]=C1NCC[C@H]1Br
E_LUMO: -3.7210 eV
M: 164.0 g mol⁻¹

***

Entry 8:
Molecular formula: C3H6O2S
Method: DFT, ωB97M-V/def2-TZVPD

```
12
Properties=species:S:1:pos:R:3:mulliken_charge:R:1
C -1.0919 0.3793 0.2589 -0.8275
C 0.3755 -0.3003 0.6705 -0.3712
C 1.4288 -0.9699 -0.1651 0.5477
O 1.9929 -2.0117 -0.1277 -0.4112
O 2.4026 0.3210 -0.5147 -0.4452
S 4.1259 0.7195 -0.3858 -0.0444
H -1.6161 -0.5348 0.0589 0.2970
H -1.5083 0.9228 1.1126 0.2798
H -1.1062 1.1246 -0.5699 0.2946
H 1.1084 0.3250 1.2569 0.2970
H -0.0790 -1.1914 1.3521 0.2409
H 4.5023 -0.6434 -0.5389 0.1423
```

Relative energy (zero: lowest compared OMol25 entry of this formula, charge and spin): 87.91 kcal per mole
E: -18135.135 eV
Maximum force: 4.98 eV Å⁻¹
2S+1: 1
Total charge: 0
HOMO level: -0.3166 Ha
SMILES: CCC(=O)OS
E_LUMO: -0.2345 eV
M: 106.1 g mol⁻¹